Entry 1:
# C3H3Br

C3H3Br in the gas phase in a non-equilibrium geometry (the ωB97M-V functional and the def2-TZVPD basis, the OMol25 dataset).

Output
E_HOMO ... -9.77 eV
E ... -73199.0125 eV
ΔE to the lowest compared entry with this formula, charge and spin ... 93.2 kJ/mol
Frontier orbital gap ... 10.85 eV
SMILES string ... BrC1C=C1
Charge ... 0

```
7
C3H3Br (the ωB97M-V functional and the def2-TZVPD basis)
Br 2.46041 0.00879 -0.00357
C -0.57853 0.67784 0.40392
C 0.51152 -0.01278 -0.42619
C -0.61621 -0.65612 0.33212
H -1.06602 -1.66703 0.68981
H -1.03700 1.67627 0.54538
H 0.32583 -0.02697 -1.54148
```


Entry 2:
# C4H7ClP

2 unconnected molecules or ions with the total composition C4H7ClP in a non-equilibrium geometry (the ωB97M-V functional and the def2-TZVPD basis, the OMol25 dataset).

Output
E_HOMO ... -14.78 eV
E ... -26062.2058 eV
ΔE to the lowest compared entry with this formula, charge and spin ... 219.0 kJ/mol
Frontier orbital gap ... 7.85 eV
Charge ... +1

```
13
C4H7ClP (the ωB97M-V functional and the def2-TZVPD basis)
Cl 1.57055 3.05529 -1.84341
P 1.02938 -0.36380 0.78850
C -0.92987 -1.77001 -0.41098
C -0.99918 -2.80544 -1.12152
C 0.62092 1.23662 1.52393
C -0.58825 -0.77348 0.38637
H -0.97426 -3.84344 -0.68690
H 1.38463 1.83090 2.04124
H 0.06198 0.68324 2.30516
H -0.75541 -2.87709 -2.25542
H -1.35531 -0.17555 0.86477
H -0.02791 1.82983 0.92261
H 0.96271 3.97292 -2.51436
```


Entry 3:
# C4H8NO2

A gas-phase ion, C4H8NO2 (charge +1) in a non-equilibrium geometry (the ωB97M-V functional and the def2-TZVPD basis, the OMol25 dataset).

Output
E_HOMO ... -14.36 eV
E ... -9854.3926 eV
ΔE to the lowest compared entry with this formula, charge and spin ... 187.0 kJ/mol
Frontier orbital gap ... 10.52 eV
SMILES string ... C[NH2+]/C(C=O)=C\O
Charge ... +1

```
15
C4H8NO2 (the ωB97M-V functional and the def2-TZVPD basis)
O 2.08199 0.76475 0.05103
O -2.61192 0.65058 0.01927
N -0.31118 -0.69385 0.63732
C 0.90163 1.27617 -0.07366
C -1.60552 1.26705 -0.18577
C 0.19144 -1.79601 -0.25926
C -0.27235 0.60485 0.14152
H -0.58724 -1.83799 -1.05955
H -1.26466 -0.85067 0.84057
H -0.19608 -2.75262 0.18625
H 2.82981 1.25508 -0.31253
H -1.38996 2.25623 -0.65327
H 1.27381 -1.68483 -0.46059
H 0.89165 2.28045 -0.47521
H 0.06858 -0.73919 1.60387
```